#P
A molecular structure, C41H30IrNO6S2. Source: OMol25; level of theory: ωB97M-V/def2-TZVPD.

**HOMO-LUMO gap**: 5.5574 eV
**Charge**: +2
**HOMO energy**: -12.865 eV

Geometry (Å):
Ir: -1.185 -1.518 -0.937
O: -3.038 -5.226 -0.530
C: -2.316 -4.162 -0.710
O: -2.775 -3.015 -0.668
C: -0.871 -4.401 -0.991
C: -0.210 -5.604 -1.104
C: 1.165 -5.569 -1.361
C: 1.830 -4.358 -1.475
C: 1.094 -3.190 -1.346
N: -0.208 -3.246 -1.134
C: 1.601 -1.758 -1.388
O: 2.753 -1.493 -1.325
O: 0.617 -0.858 -1.453
H: -3.970 -4.992 -0.370
H: -0.748 -6.535 -0.995
H: 1.712 -6.497 -1.463
H: 2.895 -4.295 -1.653
C: 1.525 -6.207 3.231
C: 0.971 -4.904 2.733
C: -0.403 -4.654 2.796
C: -0.933 -3.455 2.356
C: -0.066 -2.488 1.857
C: 1.303 -2.698 1.787
C: 1.809 -3.912 2.227
S: -0.817 -1.041 1.172
O: -2.101 -0.826 1.807
C: 0.307 0.276 1.651
C: 0.468 0.152 3.062
C: 1.159 1.092 3.751
C: 1.677 2.230 3.095
C: 2.366 3.226 3.824
C: 2.818 4.351 3.201
C: 2.585 4.531 1.822
C: 1.936 3.580 1.091
C: 1.473 2.382 1.702
C: 0.791 1.366 0.948
C: 0.710 1.644 -0.522
C: 1.927 1.616 -1.288
C: 3.113 1.015 -0.803
C: 4.286 1.178 -1.482
C: 4.302 1.779 -2.757
C: 3.136 2.202 -3.326
C: 1.919 2.119 -2.610
C: 0.690 2.539 -3.194
C: -0.480 2.417 -2.515
C: -0.461 1.967 -1.173
S: -1.968 1.536 -0.373
O: -2.347 0.164 -1.051
C: -3.139 2.648 -1.067
C: -3.271 3.870 -0.420
C: -4.155 4.800 -0.937
C: -4.920 4.516 -2.067
C: -5.908 5.514 -2.594
C: -4.776 3.270 -2.678
C: -3.889 2.327 -2.188
H: 1.285 -6.345 4.285
H: 2.606 -6.251 3.121
H: 1.088 -7.048 2.691
H: -1.062 -5.405 3.216
H: -1.994 -3.247 2.433
H: 1.970 -1.923 1.428
H: 2.879 -4.080 2.197
H: 0.036 -0.686 3.590
H: 1.294 0.988 4.820
H: 2.517 3.082 4.886
H: 3.340 5.114 3.762
H: 2.920 5.439 1.338
H: 1.761 3.758 0.042
H: 3.167 0.734 0.242
H: 5.204 0.785 -1.065
H: 5.236 1.888 -3.291
H: 3.129 2.614 -4.326
H: 0.694 2.937 -4.201
H: -1.418 2.695 -2.974
H: -2.696 4.093 0.471
H: -4.264 5.759 -0.446
H: -5.624 6.531 -2.330
H: -6.895 5.324 -2.169
H: -5.997 5.448 -3.677
H: -5.371 3.034 -3.551
H: -3.790 1.357 -2.656

Formally, the Löwdin partial charges of the atoms, in units of the elementary charge, are as follows: number 1, Ir, carries 1.3392; number 2, O, carries 0.2220; number 3, C, carries -0.4185; number 4, O, carries 0.0105; number 5, C, carries -0.1438; number 6, C, carries 0.0715; number 7, C, carries 0.0315; number 8, C, carries 0.0727; number 9, C, carries -0.1392; number 10, N, carries -0.0202; number 11, C, carries -0.5094; number 12, O, carries 0.1695; number 13, O, carries -0.1697; number 14, H, carries 0.1786; number 15, H, carries 0.1427; number 16, H, carries 0.1347; number 17, H, carries 0.1464; number 18, C, carries -0.0246; number 19, C, carries -0.2408; number 20, C, carries -0.0064; number 21, C, carries -0.0523; number 22, C, carries -0.3762; number 23, C, carries -0.0548; number 24, C, carries -0.0009; number 25, S, carries 0.8600; number 26, O, carries -0.3373; number 27, C, carries -0.2494; number 28, C, carries -0.0635; number 29, C, carries 0.0169; number 30, C, carries -0.1358; number 31, C, carries -0.0082; number 32, C, carries -0.0346; number 33, C, carries -0.0324; number 34, C, carries 0.0047; number 35, C, carries -0.0863; number 36, C, carries -0.1044; number 37, C, carries -0.1593; number 38, C, carries -0.1371; number 39, C, carries -0.0422; number 40, C, carries -0.0424; number 41, C, carries -0.0380; number 42, C, carries -0.0091; number 43, C, carries -0.1364; number 44, C, carries 0.0169; number 45, C, carries -0.0343; number 46, C, carries -0.3124; number 47, S, carries 1.1414; number 48, O, carries -0.6313; number 49, C, carries -0.4066; number 50, C, carries -0.0584; number 51, C, carries -0.0119; number 52, C, carries -0.2422; number 53, C, carries -0.0303; number 54, C, carries -0.0097; number 55, C, carries -0.0645; number 56, H, carries 0.0993; number 57, H, carries 0.0856; number 58, H, carries 0.0913; number 59, H, carries 0.1323; number 60, H, carries 0.1257; number 61, H, carries 0.1266; number 62, H, carries 0.1299; number 63, H, carries 0.1209; number 64, H, carries 0.1337; number 65, H, carries 0.1244; number 66, H, carries 0.1197; number 67, H, carries 0.1189; number 68, H, carries 0.1215; number 69, H, carries 0.1273; number 70, H, carries 0.1188; number 71, H, carries 0.1165; number 72, H, carries 0.1220; number 73, H, carries 0.1287; number 74, H, carries 0.1131; number 75, H, carries 0.1210; number 76, H, carries 0.1260; number 77, H, carries 0.0861; number 78, H, carries 0.0979; number 79, H, carries 0.0873; number 80, H, carries 0.1262; number 81, H, carries 0.1151

#Q
A molecular structure, C41H30IrNO6S2. Source: OMol25; level of theory: ωB97M-V/def2-TZVPD.

**HOMO-LUMO gap**: 5.6236 eV
**Charge**: +2
**HOMO energy**: -12.895 eV

Geometry (Å):
Ir: -1.065 -0.533 -1.741
O: -3.852 0.639 -4.609
C: -3.120 0.206 -3.626
O: -1.884 0.203 -3.651
C: -3.868 -0.310 -2.444
C: -5.230 -0.411 -2.266
C: -5.689 -0.925 -1.047
C: -4.799 -1.298 -0.052
C: -3.440 -1.165 -0.305
N: -3.031 -0.702 -1.477
C: -2.283 -1.461 0.632
O: -2.447 -1.640 1.810
O: -1.098 -1.447 0.025
H: -3.297 0.943 -5.350
H: -5.912 -0.103 -3.045
H: -6.754 -1.024 -0.881
H: -5.124 -1.680 0.906
C: -6.226 3.580 0.092
C: -4.838 3.044 -0.105
C: -4.139 3.317 -1.284
C: -2.853 2.846 -1.480
C: -2.260 2.098 -0.469
C: -2.919 1.814 0.718
C: -4.209 2.292 0.887
S: -0.672 1.408 -0.834
O: -0.008 2.232 -1.824
C: 0.217 1.521 0.719
C: 0.114 2.889 1.115
C: 0.808 3.341 2.187
C: 1.684 2.487 2.890
C: 2.435 2.974 3.985
C: 3.324 2.164 4.627
C: 3.508 0.836 4.191
C: 2.786 0.336 3.147
C: 1.830 1.143 2.469
C: 1.055 0.629 1.367
C: 1.278 -0.830 1.092
C: 0.843 -1.771 2.074
C: -0.058 -1.423 3.110
C: -0.326 -2.313 4.114
C: 0.168 -3.631 4.055
C: 0.915 -4.036 2.985
C: 1.256 -3.118 1.964
C: 2.008 -3.530 0.833
C: 2.306 -2.657 -0.163
C: 1.939 -1.298 -0.019
S: 2.087 -0.198 -1.385
O: 0.890 -0.634 -2.308
C: 3.481 -0.796 -2.276
C: 4.714 -0.289 -1.885
C: 5.852 -0.744 -2.528
C: 5.769 -1.672 -3.566
C: 7.004 -2.127 -4.287
C: 4.511 -2.143 -3.945
C: 3.360 -1.713 -3.309
H: -6.225 4.669 0.038
H: -6.636 3.288 1.056
H: -6.896 3.221 -0.692
H: -4.604 3.927 -2.049
H: -2.297 3.083 -2.379
H: -2.429 1.262 1.513
H: -4.727 2.096 1.817
H: -0.510 3.574 0.559
H: 0.713 4.375 2.493
H: 2.298 4.002 4.293
H: 3.900 2.541 5.461
H: 4.235 0.208 4.687
H: 2.962 -0.679 2.829
H: -0.318 -0.381 3.257
H: -0.971 -2.025 4.933
H: -0.061 -4.326 4.851
H: 1.258 -5.059 2.906
H: 2.329 -4.562 0.767
H: 2.852 -2.979 -1.038
H: 4.788 0.448 -1.094
H: 6.819 -0.362 -2.230
H: 7.886 -2.045 -3.654
H: 7.171 -1.509 -5.171
H: 6.908 -3.159 -4.620
H: 4.434 -2.857 -4.755
H: 2.387 -2.071 -3.614

Formally, the Löwdin partial charges of the atoms, in units of the elementary charge, are as follows: number 1, Ir, carries 1.3387; number 2, O, carries 0.2216; number 3, C, carries -0.4176; number 4, O, carries 0.0123; number 5, C, carries -0.1448; number 6, C, carries 0.0716; number 7, C, carries 0.0308; number 8, C, carries 0.0731; number 9, C, carries -0.1386; number 10, N, carries -0.0235; number 11, C, carries -0.4995; number 12, O, carries 0.1563; number 13, O, carries -0.1672; number 14, H, carries 0.1781; number 15, H, carries 0.1427; number 16, H, carries 0.1346; number 17, H, carries 0.1462; number 18, C, carries -0.0244; number 19, C, carries -0.2401; number 20, C, carries -0.0061; number 21, C, carries -0.0532; number 22, C, carries -0.3750; number 23, C, carries -0.0536; number 24, C, carries -0.0003; number 25, S, carries 0.8534; number 26, O, carries -0.3353; number 27, C, carries -0.2505; number 28, C, carries -0.0644; number 29, C, carries 0.0161; number 30, C, carries -0.1362; number 31, C, carries -0.0082; number 32, C, carries -0.0352; number 33, C, carries -0.0322; number 34, C, carries 0.0042; number 35, C, carries -0.0858; number 36, C, carries -0.1017; number 37, C, carries -0.1656; number 38, C, carries -0.1420; number 39, C, carries -0.0317; number 40, C, carries -0.0400; number 41, C, carries -0.0383; number 42, C, carries -0.0069; number 43, C, carries -0.1381; number 44, C, carries 0.0153; number 45, C, carries -0.0322; number 46, C, carries -0.3136; number 47, S, carries 1.1434; number 48, O, carries -0.6323; number 49, C, carries -0.4043; number 50, C, carries -0.0586; number 51, C, carries -0.0120; number 52, C, carries -0.2418; number 53, C, carries -0.0301; number 54, C, carries -0.0100; number 55, C, carries -0.0639; number 56, H, carries 0.0992; number 57, H, carries 0.0856; number 58, H, carries 0.0913; number 59, H, carries 0.1323; number 60, H, carries 0.1257; number 61, H, carries 0.1269; number 62, H, carries 0.1300; number 63, H, carries 0.1206; number 64, H, carries 0.1339; number 65, H, carries 0.1245; number 66, H, carries 0.1199; number 67, H, carries 0.1190; number 68, H, carries 0.1212; number 69, H, carries 0.1260; number 70, H, carries 0.1182; number 71, H, carries 0.1168; number 72, H, carries 0.1223; number 73, H, carries 0.1294; number 74, H, carries 0.1145; number 75, H, carries 0.1210; number 76, H, carries 0.1260; number 77, H, carries 0.0861; number 78, H, carries 0.0980; number 79, H, carries 0.0873; number 80, H, carries 0.1262; number 81, H, carries 0.1148

#Q takes first place; second place is 4.2 kcal/mol up.